The following is a DFT calculation (wB97M-V/def2-TZVPD) of C3H8N2OS in the gas phase in a non-equilibrium geometry.

ΔE to the lowest compared entry with this formula, charge and spin in kJ/mol: 131.0
E_LUMO in eV: 0.6298
2S+1: 1
Orbital gap in Ha: 0.3610
SMILES: NC(=O)NCCS

```
15
Properties=species:S:1:pos:R:3:forces:R:3
N -1.407534 -0.818587 1.574152 3.3 -1.5 -3.2
C -1.377901 0.408869 1.088269 -3.1 4.0 1.1
O -2.094532 1.300343 1.610932 0.6 -1.2 0.6
N -0.845501 0.811988 -0.069259 2.6 -0.1 -3.2
C 0.580206 0.712189 -0.689749 -4.2 0.1 -0.4
C 1.043161 -0.668415 -0.651129 2.3 -2.3 1.7
S 2.876592 -0.809190 -1.047567 -1.4 0.7 -0.5
H -1.948496 -0.930656 2.332622 -2.2 -0.6 3.0
H -1.240947 -1.580035 0.933055 0.0 -0.1 0.4
H -1.240549 1.722950 -0.280804 0.2 -0.3 0.3
H 1.164637 1.350294 -0.097523 1.3 0.9 0.4
H 0.372327 1.081948 -1.730855 0.8 -0.2 1.0
H 0.570164 -1.437415 -1.225568 -0.7 0.2 -0.8
H 1.013691 -1.085183 0.370485 -0.1 0.5 -0.1
H 2.534682 -0.059106 -2.117056 0.9 -0.2 -0.2
```
Forces are in eV/Å.

Löwdin atomic charge list, values in e, 6 entries: number 1, N, carries 0.195; number 2, C, carries -0.651; number 3, O, carries -0.016; number 4, N, carries 0.060; number 5, C, carries -0.225; number 6, C, carries -0.570